(one)
The molecule C3H7NS, computed with the ωB97M-V functional and the def2-TZVPD basis.

```
12
Properties=species:S:1:pos:R:3:lowdin_charge:R:1
S 1.809 -0.666 0.377 0.843
N -0.233 1.897 -0.771 0.001
C 0.079 -0.244 0.584 -0.591
C 0.457 -1.663 0.662 -0.552
C -0.649 0.497 -0.513 -0.297
H -1.723 0.547 -0.314 0.101
H 0.166 -2.374 -0.185 0.106
H -0.196 -0.008 1.633 0.119
H 0.348 -2.132 1.614 0.061
H 0.304 1.915 -1.583 0.031
H 0.312 2.168 0.030 0.056
H -0.672 0.063 -1.535 0.123
```

For the frontier orbital gap, the calculation gives 9.912 eV. As for the total charge: 0. As for the structure (SMILES): NC[C@H]1CS1. The calculation puts the LUMO energy at 1.02 eV.

(two)
A structure of composition C3H7NS, computed with the ωB97M-V functional and the def2-TZVPD basis.

```
12
Properties=species:S:1:pos:R:3:lowdin_charge:R:1
S -2.240 -0.495 -0.201 0.733
N -1.082 -0.876 1.044 -0.355
C 0.225 -0.313 -0.289 -0.288
C -0.878 0.415 -0.926 -0.512
C 1.252 0.496 0.525 -0.109
H 0.785 -1.109 -0.839 0.132
H 1.997 0.890 -0.221 0.088
H -0.828 0.407 -1.943 0.040
H 0.976 1.379 1.090 0.065
H 1.692 -0.237 1.277 0.095
H -1.007 -1.975 1.074 0.046
H -0.890 1.419 -0.592 0.065
```

For the frontier orbital gap, the calculation gives 8.393 eV. As for the total charge: 0. The calculation puts the LUMO energy at 0.59 eV.

(three)
A cluster of 2 separate species, C3H7NS in total, computed with the ωB97M-V functional and the def2-TZVPD basis.

```
12
Properties=species:S:1:pos:R:3:lowdin_charge:R:1
S 0.472 1.927 0.945 0.756
N -1.182 1.241 0.800 -0.296
C 0.201 -0.947 1.265 -0.145
C 0.375 -0.061 -1.942 0.110
C -0.157 0.296 0.569 -0.715
H -0.672 -1.628 1.277 0.077
H 0.475 -1.055 -2.137 -0.032
H 0.519 -0.795 2.362 0.097
H 1.035 0.584 -1.453 -0.056
H 1.073 -1.559 0.857 0.094
H -1.701 1.564 -0.144 0.123
H -0.439 0.432 -2.401 -0.013
```

For the frontier orbital gap (alpha / beta), the calculation gives 8.365 / 8.693 eV. As for the total charge: 0. The calculation puts the LUMO energy (alpha / beta) at 0.31 / 0.16 eV.

Result of the stability comparison: (three) is the least stable of them.

(one)
The ion C6H6N3S with charge +1, computed with the ωB97M-V functional and the def2-TZVPD basis.

```
16
Properties=species:S:1:pos:R:3:lowdin_charge:R:1
S 1.379 -1.702 0.000 1.161
N 0.981 0.854 0.000 0.110
N -0.209 -1.042 0.000 -0.337
N -1.260 -1.809 0.000 0.094
C -1.494 0.947 0.000 0.064
C -0.239 0.317 0.000 -0.253
C -2.611 0.145 0.000 0.025
C 2.057 -0.045 0.000 -0.564
C -2.440 -1.252 0.000 -0.067
C 3.341 0.271 0.000 0.035
H -3.601 0.572 0.000 0.130
H 3.668 1.295 0.000 0.078
H -3.271 -1.939 0.000 0.131
H 4.101 -0.486 0.000 0.072
H 1.154 1.850 0.000 0.185
H -1.555 2.024 0.000 0.135
```

For the frontier orbital gap, the calculation gives 7.745 eV. As for the total charge: +1. As for the structure (SMILES): C=C1[NH+]=C2C=CC=NN2S1. The calculation puts the LUMO energy at -4.80 eV.

(two)
The ion C6H6N3S with charge +1, computed with the ωB97M-V functional and the def2-TZVPD basis.

```
16
Properties=species:S:1:pos:R:3:lowdin_charge:R:1
S 2.833 1.234 0.012 1.080
N 0.705 -0.040 1.233 0.095
N 1.434 1.053 -2.153 0.033
N -1.405 -0.803 0.502 -0.068
C -2.815 -1.162 0.513 -0.069
C -0.450 -0.633 1.450 0.033
C 1.218 0.543 0.124 -0.499
C -1.972 -0.610 -0.684 0.191
C 0.648 0.636 -1.143 -0.142
C 2.574 1.484 -1.739 -0.331
H 1.462 -0.102 1.895 0.167
H -0.490 -0.996 2.484 0.180
H -3.204 -2.258 0.451 0.149
H 3.366 1.837 -2.264 0.054
H -3.609 -0.589 0.859 0.078
H -0.294 0.406 -1.540 0.050
```

For the frontier orbital gap (alpha / beta), the calculation gives 7.491 / 7.492 eV. As for the total charge: +1. The calculation puts the LUMO energy (alpha / beta) at -6.00 / -6.00 eV.

Result of the stability comparison: (two) is the least stable of them.

(one)
A cluster of 2 separate species, C6H16NO2 in total, computed with the ωB97M-V functional and the def2-TZVPD basis.

```
25
Properties=species:S:1:pos:R:3:lowdin_charge:R:1
O -2.676 0.709 -1.655 0.035
O 0.183 -1.481 -2.360 -0.093
N -0.311 1.566 -0.472 0.174
C -0.172 1.809 1.089 -0.127
C 1.066 -0.943 0.539 -0.164
C 0.839 -0.270 1.775 -0.278
C 0.798 -2.357 -1.391 -0.228
C 0.938 1.200 1.976 -0.218
C 0.341 -1.922 -0.031 -0.048
H 0.898 1.613 3.084 0.169
H -1.125 1.423 1.537 0.131
H 0.200 2.338 -1.004 0.194
H 1.895 1.821 1.722 0.144
H -0.478 -1.715 -3.030 0.097
H 1.887 -2.333 -1.701 0.151
H -1.225 1.467 -0.984 0.105
H 0.484 -3.317 -1.459 0.075
H -3.452 1.091 -1.332 0.051
H -0.464 -2.417 0.488 0.122
H -0.119 0.655 -0.868 0.096
H -0.201 -0.558 1.986 0.120
H 1.494 -0.615 2.695 0.172
H -2.712 -0.131 -2.012 0.031
H -0.142 2.915 1.275 0.130
H 2.054 -0.548 0.133 0.157
```

For the frontier orbital gap, the calculation gives 10.110 eV. As for the total charge: +1. The calculation puts the LUMO energy at -2.88 eV.

(two)
A cluster of 2 separate species, C6H16NO2 in total, computed with the ωB97M-V functional and the def2-TZVPD basis.

```
25
Properties=species:S:1:pos:R:3:lowdin_charge:R:1
O -0.706 -2.417 0.450 -0.052
O -1.766 -0.189 1.885 -0.054
N 0.787 -0.349 1.122 0.216
C -0.220 -1.650 -0.660 -0.170
C 1.097 1.583 -1.032 -0.206
C 1.525 0.126 -1.261 -0.137
C -0.381 1.826 -0.980 -0.195
C 1.064 -0.933 -0.237 -0.254
C -0.950 2.593 -0.061 0.016
H -1.009 -0.939 -0.906 0.123
H 0.566 -1.112 1.757 0.152
H -2.168 -1.063 1.638 0.081
H 1.615 0.150 1.433 0.174
H 1.503 2.140 -1.884 0.129
H -0.620 -3.342 0.313 0.092
H 1.631 2.026 -0.186 0.115
H 1.215 -0.210 -2.253 0.128
H 1.845 -1.681 -0.115 0.156
H -0.940 1.345 -1.774 0.112
H -0.032 -2.295 -1.517 0.142
H 2.614 0.093 -1.328 0.122
H -2.011 2.808 -0.066 0.068
H -0.056 0.255 1.066 0.110
H -0.387 3.064 0.736 0.073
H -2.498 0.339 2.189 0.060
```

For the frontier orbital gap, the calculation gives 10.485 eV. As for the total charge: +1. The calculation puts the LUMO energy at -2.86 eV.

Result of the stability comparison: (one) is the least stable of them.

(one)
A cluster of 2 separate species, C8H18OSi in total, computed with the ωB97M-V functional and the def2-TZVPD basis.

```
28
Properties=species:S:1:pos:R:3:lowdin_charge:R:1
Si 0.555 0.866 0.007 0.714
O 1.235 0.966 -1.502 -0.334
C 0.094 2.642 0.572 -0.306
C 1.985 0.259 1.167 -0.219
C -0.489 -3.157 -0.471 -0.130
C -1.967 -1.297 0.381 -0.032
C 0.768 0.307 -2.658 -0.162
C 1.925 0.739 2.428 -0.089
C -1.237 3.323 0.048 -0.125
C -1.870 -2.755 0.160 -0.352
H -1.911 2.602 -0.212 0.012
H -0.094 0.914 -3.132 0.110
H -2.538 -0.722 -0.297 0.013
H 0.922 3.312 0.338 0.073
H 1.607 0.243 -3.299 0.057
H 1.118 1.451 2.710 0.034
H 0.479 -0.754 -2.364 0.072
H -1.610 3.817 0.909 0.049
H -2.585 -3.264 -0.448 0.083
H 0.054 2.542 1.646 0.020
H 0.445 -2.694 0.048 0.088
H 2.795 -0.381 0.906 0.035
H -0.420 -4.246 -0.458 0.053
H -0.984 4.015 -0.772 0.079
H -0.473 -2.806 -1.550 0.066
H -2.056 -3.423 0.999 0.092
H -1.622 -0.838 1.374 0.055
H 2.706 0.549 3.153 0.045
```

For the frontier orbital gap (alpha / beta), the calculation gives 7.794 / 7.449 eV. As for the total charge: 0. The calculation puts the LUMO energy (alpha / beta) at -0.21 / 0.37 eV.

(two)
The molecule C8H18OSi, computed with the ωB97M-V functional and the def2-TZVPD basis.

```
28
Properties=species:S:1:pos:R:3:lowdin_charge:R:1
Si 1.421 0.275 0.062 0.619
O -0.018 -1.259 1.719 0.013
C -2.651 -0.902 1.061 -0.062
C -1.933 1.134 -0.192 -0.039
C -0.255 -0.565 0.721 -0.368
C 1.642 1.316 -1.526 -0.195
C 2.609 -1.144 -0.236 -0.188
C -1.627 -0.401 0.099 -0.588
C 1.997 1.275 1.616 -0.156
C -1.608 -1.252 -1.192 -0.027
H 2.236 2.275 -1.300 0.057
H -2.975 1.154 -0.439 0.068
H 2.895 0.916 1.971 -0.009
H -1.347 1.624 -1.036 0.080
H 2.168 2.336 1.477 0.024
H -1.732 1.740 0.731 0.100
H -2.099 -0.575 -1.893 0.079
H 3.561 -0.788 -0.235 -0.017
H 1.260 1.086 2.371 0.012
H -3.477 -1.326 0.513 0.086
H 2.162 0.613 -2.182 0.001
H 0.627 1.422 -2.062 0.032
H -2.234 -1.628 1.735 0.076
H 2.396 -1.484 -1.338 0.066
H -1.925 -2.275 -1.005 0.082
H 2.361 -1.979 0.449 0.042
H -0.496 -1.485 -1.614 0.125
H -2.961 -0.105 1.724 0.087
```

For the frontier orbital gap, the calculation gives 9.633 eV. As for the total charge: 0. As for the structure (SMILES): CC(C)(C)C(=O)[Si](C)(C)C. The calculation puts the LUMO energy at 0.79 eV.

Result of the stability comparison: (one) is the least stable of them.

(one)
A structure of composition C5H8O2S, computed with the ωB97M-V functional and the def2-TZVPD basis.

```
16
Properties=species:S:1:pos:R:3:lowdin_charge:R:1
S -2.084 -1.049 2.354 0.750
O 0.374 1.293 0.778 -0.057
O -1.833 0.490 -0.415 -0.169
C -1.125 -1.314 1.091 -0.672
C -0.894 -0.598 -0.124 -0.439
C 0.482 0.135 -0.135 -0.367
C 1.372 0.323 1.025 -0.068
C 0.689 0.544 -1.629 -0.019
H 1.279 -0.442 1.862 0.145
H -0.309 -2.017 1.194 0.061
H 1.488 1.438 -1.789 0.133
H -1.103 -1.402 -0.980 0.205
H 1.009 -0.179 -2.417 0.082
H 2.294 0.571 0.736 0.076
H -0.334 0.852 -1.896 0.069
H -1.305 1.356 0.345 0.270
```

For the frontier orbital gap, the calculation gives 8.543 eV. As for the total charge: 0. The calculation puts the LUMO energy at -0.26 eV.

(two)
A structure of composition C5H8O2S, computed with the ωB97M-V functional and the def2-TZVPD basis.

```
16
Properties=species:S:1:pos:R:3:lowdin_charge:R:1
S -1.924 -0.748 -0.033 0.929
O 1.513 -0.319 1.297 0.005
O 0.667 0.945 -0.938 -0.170
C -0.325 1.489 -0.072 -0.213
C 0.428 -0.384 -1.422 -0.198
C -0.872 0.434 0.884 -0.462
C 0.186 -0.686 1.062 -0.420
C -0.193 -1.273 -0.323 -0.450
H -1.155 1.940 -0.628 0.121
H -0.130 -1.385 1.844 0.144
H -0.233 -0.384 -2.337 0.133
H 0.212 2.255 0.484 0.129
H 1.420 -0.746 -1.700 0.127
H 1.757 0.298 0.590 0.087
H -0.040 -2.328 -0.514 0.110
H -1.311 0.890 1.806 0.130
```

For the frontier orbital gap, the calculation gives 9.646 eV. As for the total charge: 0. The calculation puts the LUMO energy at 0.77 eV.

(three)
The molecule C5H8O2S, computed with the ωB97M-V functional and the def2-TZVPD basis.

```
16
Properties=species:S:1:pos:R:3:lowdin_charge:R:1
S -3.791 -0.395 -0.123 0.725
O 0.224 -1.153 -0.550 -0.209
O -1.610 0.908 -0.591 -0.094
C -2.261 -0.065 0.054 -0.810
C 0.372 2.258 0.350 0.079
C 1.089 -1.895 0.323 -0.080
C 0.633 0.136 -0.896 -0.198
C -0.228 1.245 -0.273 -0.262
H 1.702 0.320 -0.724 0.123
H -0.179 2.948 1.011 0.074
H 0.854 -1.639 1.470 0.123
H 0.453 0.294 -1.952 0.129
H 2.050 -1.600 0.195 0.022
H 0.872 -3.060 0.081 0.143
H -1.693 -0.412 1.038 0.122
H 1.513 2.112 0.587 0.114
```

For the frontier orbital gap, the calculation gives 9.409 eV. As for the total charge: 0. As for the structure (SMILES): C=C(COC)OC=S. The calculation puts the LUMO energy at 0.66 eV.

(four)
A cluster of 2 separate species, C5H8O2S in total, computed with the ωB97M-V functional and the def2-TZVPD basis.

```
16
Properties=species:S:1:pos:R:3:lowdin_charge:R:1
S -0.559 0.924 -1.739 0.746
O 1.152 -2.132 1.044 0.106
O 0.651 0.615 2.053 0.024
C 0.311 0.424 -0.383 -0.506
C 0.240 1.067 0.777 -0.469
C -0.257 -2.559 -1.118 -0.067
C -0.392 2.401 0.984 -0.064
C 0.602 -2.031 -0.011 -0.158
H 0.302 -2.879 -2.114 0.139
H -1.259 2.648 0.348 0.069
H -0.888 -3.403 -0.657 0.113
H -0.835 -1.672 -1.516 0.028
H 0.478 3.097 0.938 0.109
H -0.812 2.393 1.940 0.054
H 0.319 1.366 -2.614 -0.153
H 0.946 -0.260 2.068 0.029
```

For the frontier orbital gap (alpha / beta), the calculation gives 7.625 / 7.619 eV. As for the total charge: 0. The calculation puts the LUMO energy (alpha / beta) at 0.29 / 0.29 eV.

Result of the stability comparison: (one) is the least stable of them.